C24H24Cl5N2Pd | ωB97M-V with the def2-TZVPD basis set

```
56
Properties=species:S:1:pos:R:3:forces:R:3
C 2.347817 -2.255562 -0.052789 0.149 -0.124 0.408
H -1.038754 0.910212 -2.024481 -0.061 0.050 -0.150
C 1.834187 -1.816016 -1.314780 -0.514 0.487 -0.108
H -2.183375 2.204525 2.551804 0.041 -0.043 -0.098
Pd 0.098634 0.022075 2.748991 0.323 -0.370 -1.445
N 0.887469 -0.803978 1.169807 0.026 -0.034 -0.153
H 0.739853 -3.813239 -2.834315 -0.062 -0.083 0.056
H -4.936976 2.927170 -0.902914 -0.071 0.021 0.098
H -3.360367 3.256131 0.731751 -0.057 0.059 0.084
C 0.855602 -0.874875 -1.271571 0.431 -0.425 -0.261
Cl -0.871179 1.028496 4.533785 -0.862 0.857 0.688
Cl -0.653131 0.951873 7.660422 -0.017 0.012 -0.090
C 1.850601 -1.730039 1.103031 0.405 -0.388 0.029
H -3.176662 2.872447 -4.139937 -0.042 0.037 -0.076
H 1.550745 -3.423241 -4.359289 0.018 -0.056 -0.118
H -1.549058 2.562966 -3.533127 0.135 -0.013 -0.042
C -0.642649 0.619241 0.053417 1.088 -1.040 0.130
H 3.077640 -4.259786 -1.880835 0.011 -0.099 0.076
H 4.301669 -2.984474 -1.934931 0.104 -0.003 0.073
C -1.935746 1.923235 1.528614 -0.116 0.114 0.069
H 2.137589 -0.484359 -3.712479 -0.043 0.105 -0.017
H -2.773831 1.286857 -3.478715 0.018 -0.130 -0.037
H -3.167053 4.770926 -0.981526 -0.020 0.074 0.096
C 2.344355 -2.361911 -2.641223 0.002 -0.007 -0.219
C 0.349311 -0.051967 6.673704 0.297 -0.253 0.711
C 1.019085 -0.790732 4.390498 -0.124 0.178 1.427
H -1.755544 4.577999 -2.017693 0.103 0.046 -0.003
C -2.604350 2.520927 0.504055 -0.166 0.177 0.457
C -3.051047 2.843525 -1.988811 0.019 -0.023 -0.139
C -2.296419 2.167358 -0.858039 0.451 -0.442 -0.290
Cl 3.212745 -2.780081 7.156813 0.009 -0.006 0.081
C -2.817870 4.360164 -1.925432 -0.043 -0.164 0.002
H 2.241186 -2.064986 2.050309 -0.089 0.078 -0.177
H -3.347994 4.858354 -2.737792 -0.067 0.076 -0.069
H 3.122418 -2.995666 0.020838 0.145 -0.138 0.053
H 3.298037 -1.602903 -4.436330 0.051 -0.021 -0.120
H 0.416193 -2.277731 -3.636443 -0.106 0.037 -0.014
C 1.188277 -3.010870 -3.416544 0.140 0.049 0.084
H -4.729509 1.479936 -1.885584 -0.042 -0.106 0.003
C 0.348268 -0.336592 -0.047221 -1.131 1.086 -0.020
Cl 2.987652 -2.690574 4.157965 0.128 -0.132 -0.228
C 3.444765 -3.410140 -2.452643 -0.149 0.140 -0.025
C 1.277179 -0.917295 7.269195 -0.126 0.097 -0.574
C 2.067168 -1.711273 6.428790 -0.234 0.260 0.808
C 1.936608 -1.643907 5.051408 -0.554 0.492 -0.962
C 2.911012 -1.216009 -3.492568 -0.038 -0.140 0.093
C -1.330057 1.232162 -1.037510 -0.460 0.426 -0.333
C -2.604050 2.355683 -3.369520 -0.072 0.073 0.231
C -4.552563 2.553111 -1.848379 0.163 0.050 -0.009
N -0.974124 0.994668 1.375246 -0.029 0.026 -0.105
H 3.717771 -0.710618 -2.965671 0.082 0.067 0.050
H 3.780419 -3.773467 -3.424558 0.012 -0.015 -0.080
C 0.261918 -0.025819 5.301390 1.063 -1.003 0.400
H -5.106520 3.026376 -2.659756 -0.082 0.060 -0.068
Cl 1.435807 -0.996569 8.980946 -0.026 0.025 0.014
H 0.416848 -0.491739 -2.179374 -0.008 0.000 -0.189
```
Positions in Å, forces in eV/Å.

Results
**HOMO energy**: -1.5 eV
**Net charge**: -1
**Gap between HOMO and LUMO**: 3.8 eV
**E_LUMO**: 2.30 eV
**ΔE to the lowest compared entry with this formula, charge and spin**: 0.298 eV
**Spin multiplicity**: 1

***

C33H34F3NO2PPdS2Si | ωB97M-V with the def2-TZVPD basis set

```
78
Properties=species:S:1:pos:R:3:forces:R:3
H -7.681149 1.212803 -1.658482 -0.001 -0.003 0.000
C 3.798957 0.103844 -4.793672 0.029 0.079 -0.025
H -5.615926 -0.112156 -1.624649 0.013 -0.014 0.005
H 0.072816 1.500697 2.151564 0.049 -0.004 -0.007
O 1.765262 -1.033498 0.325657 -0.098 -0.153 -0.093
H 0.005100 -1.784012 4.909257 0.010 0.008 -0.003
H -1.849467 -2.055010 1.668834 -0.019 0.130 0.003
C -4.909181 -3.481383 0.273222 0.004 -0.019 -0.025
H 1.132189 0.109252 1.995494 -0.016 -0.032 0.021
C -0.578026 -0.650107 -6.720652 -0.011 0.032 0.006
C -0.026793 -2.210356 2.771981 -0.060 0.377 0.191
C 3.903356 -1.235569 1.315887 0.151 0.063 -0.026
H -2.167655 -2.116913 -2.077108 0.033 0.013 0.066
H -5.017942 -1.506110 1.073218 0.010 0.009 0.005
C -0.136312 1.673375 -6.336877 -0.021 -0.007 -0.002
Pd -0.133612 -0.412340 -0.851363 1.395 0.385 1.666
C -5.910922 3.045715 0.563401 0.020 -0.007 -0.008
C -4.527019 -2.151050 0.350025 0.034 -0.029 0.008
H 6.393694 -1.738418 -5.942528 -0.005 -0.014 -0.012
H 0.105023 -1.993933 -5.193931 0.017 0.001 -0.005
H -4.580854 -5.366179 -0.703805 -0.002 -0.002 -0.004
N -0.820967 -0.217012 1.399106 0.000 -0.488 -0.402
S 1.571473 1.217585 -2.069025 0.517 -0.098 -0.199
H -1.314140 1.679352 -1.282108 -0.171 0.103 -0.123
H 0.832379 0.323262 4.322644 -0.010 0.017 0.012
H -2.768279 -0.032513 2.305039 0.071 0.009 0.049
C 5.482454 -1.492526 -5.411015 -0.028 0.020 0.036
C -3.525491 -1.628222 -0.476757 -0.116 -0.154 0.090
C 0.484575 1.354644 -5.135825 -0.032 0.073 0.112
C -0.451586 -1.401686 3.994218 0.076 0.028 -0.003
C -2.940091 -2.484262 -1.409984 0.001 0.015 -0.069
H -5.992328 3.933197 1.179141 0.004 -0.003 0.009
C 2.983273 -1.195286 0.052943 -0.233 -0.073 -0.027
H -0.208417 2.709867 -6.643743 -0.005 0.004 0.000
Si -2.990239 0.149033 -0.210401 -0.157 -0.014 -0.365
C -0.815017 -1.709825 1.573789 -0.165 -0.428 -0.156
H 3.395880 1.108858 -4.848332 -0.013 -0.015 0.021
C 4.839544 -2.454352 -4.644828 0.036 -0.021 -0.008
C -3.317374 -3.820463 -1.492005 0.000 0.042 0.011
C 0.142444 0.422759 2.311942 -0.145 0.165 -0.030
F 4.638684 -2.364973 1.362767 -0.015 0.041 0.001
H -1.909812 0.470083 -2.462515 -0.138 0.206 -0.021
C -4.294814 -4.322878 -0.646743 -0.012 0.005 0.004
H 0.874365 2.137643 -4.496668 0.030 -0.013 -0.018
C -0.664743 0.671990 -7.137447 0.009 -0.011 0.027
O 3.577688 -1.323494 -1.006178 0.028 0.007 -0.035
C -4.740187 2.298276 0.572069 -0.022 -0.012 -0.011
H -2.057153 1.436256 1.637734 -0.046 0.005 -0.008
P 1.578583 -0.423025 -3.212771 -0.882 -0.108 -0.485
C 3.148296 -0.861979 -4.032893 0.130 0.185 0.122
H 1.040724 -2.096720 2.584311 -0.007 -0.030 0.022
H -0.231778 -3.274798 2.900317 -0.027 0.000 -0.006
C -1.681431 0.658755 -1.410164 -0.351 -0.290 -0.462
H -0.413074 -2.155987 0.666024 -0.031 -0.240 0.163
H 3.187261 -2.879488 -3.332111 -0.011 0.016 0.011
C 0.590556 0.033419 -4.714995 0.196 -0.095 -0.228
F 4.769416 -0.200228 1.309357 -0.013 -0.073 0.037
H -0.999212 -1.440773 -7.329801 0.004 -0.004 -0.004
H -1.145856 0.918623 -8.076232 -0.011 0.003 0.005
H -5.682090 -3.863726 0.929083 0.001 -0.002 0.006
C -0.091457 0.084589 3.790160 -0.048 -0.008 -0.009
C -6.973632 2.656125 -0.237593 -0.018 0.003 0.007
H -2.832506 -4.467802 -2.211964 -0.007 -0.003 -0.014
C 4.961512 -0.207057 -5.481449 -0.012 -0.032 0.003
C -2.176562 0.361259 1.465914 0.136 0.043 0.309
H -1.535034 -1.504443 4.118100 -0.002 -0.017 0.008
C -6.856475 1.521025 -1.027302 0.010 -0.015 -0.017
C -4.600239 1.145085 -0.205871 -0.004 0.132 -0.003
H -3.922635 2.625477 1.204466 0.011 0.003 0.002
F 3.241680 -1.167104 2.492550 0.007 0.012 -0.001
C 3.678392 -2.141626 -3.951984 0.001 -0.003 0.007
H -0.873092 0.720129 4.215218 0.002 0.006 -0.004
H 5.250048 -3.454294 -4.575920 0.002 0.002 0.009
C 0.045773 -0.964080 -5.522649 0.021 -0.040 0.028
H -7.890172 3.233207 -0.245160 0.001 0.005 -0.009
C -5.684528 0.777660 -1.008751 0.013 0.015 0.026
S 0.693677 -2.119074 -2.533693 -0.113 0.305 -0.189
H 5.457883 0.552053 -6.073223 0.009 0.006 0.007
```
Positions in Å, forces in eV/Å.

Results
**HOMO energy**: -4.3 eV
**Net charge**: -1
**Gap between HOMO and LUMO**: 6.7 eV
**E_LUMO**: 2.43 eV
**ΔE to the lowest compared entry with this formula, charge and spin**: 0.652 eV
**Spin multiplicity**: 1

***

> What is the spin multiplicity in the second record?

1